ORCA calculation (wB97M-V/def2-TZVPD) on a cluster of 2 separate species, C3HFO3 in total.

Last column: Löwdin charge in e.
CARTESIAN COORDINATES (ANGSTROEM)
O 1.023 0.128 -1.651  0.159
C 0.320 -0.663 -1.120  -0.157
C -0.179 -1.630 -0.386  -0.149
F -1.171 -2.534 -0.569  0.001
H -0.025 -1.468 0.762  0.158
O -0.265 2.766 0.133  0.234
C 0.046 2.087 0.992  -0.435
O 0.251 1.314 1.838  0.189

## Properties
E	-440.4584	Ha
HOMO level	-9.6	eV
gap between HOMO and LUMO	0.33883	hartree


ORCA calculation (wB97M-V/def2-TZVPD) on an isolated molecule of C3HIN2O2.

Last column: Löwdin charge in e.
CARTESIAN COORDINATES (ANGSTROEM)
C 1.135 -0.632 0.360  -0.121
C -0.232 2.487 0.001  0.100
C -1.189 -0.666 -0.007  -0.875
N 0.013 -1.166 0.230  0.118
N 0.602 1.699 0.208  -0.068
O -2.148 -0.543 0.660  0.051
O 1.467 0.689 0.297  0.028
I -1.564 -0.594 -2.246  0.641
H 1.915 -1.275 0.498  0.126

## Properties
E	-672.4436	Ha
HOMO level	-9.7	eV
gap between HOMO and LUMO	0.33048	hartree


ORCA calculation (wB97M-V/def2-TZVPD) on a structure of composition C3HLiO4Sc.

Last column: Löwdin charge in e.
CARTESIAN COORDINATES (ANGSTROEM)
O -0.277 -1.941 -0.443  0.031
C -0.602 -0.837 0.019  -0.465
O -0.714 -0.557 1.282  0.256
Sc 0.201 -3.845 -0.051  1.706
O -0.987 0.150 -0.736  0.254
C -1.459 1.175 0.103  0.238
C -1.240 0.814 1.388  -0.243
O -1.352 1.290 2.533  0.098
Li -1.211 2.726 3.562  0.916
H -1.426 2.124 -0.443  0.211

## Properties
E	-1182.9866	Ha
HOMO level (spin up / spin down)	-21.3 / -22.6	eV
total charge	+3
gap between HOMO and LUMO (spin up / spin down)	0.23911 / 0.35503	hartree


ORCA calculation (wB97M-V/def2-TZVPD) on a structure of composition C3HLiO4Sc.

Last column: Löwdin charge in e.
CARTESIAN COORDINATES (ANGSTROEM)
O -1.476 -0.780 -0.821  -0.034
C -0.459 -0.417 -0.207  -0.528
O 0.688 -0.769 -0.154  0.240
Sc -2.222 -2.104 -2.134  1.690
O -0.901 0.377 0.977  0.139
C -0.487 0.072 2.271  0.189
C 0.507 -0.695 2.517  -0.040
O 1.327 -1.323 3.164  0.119
Li 2.826 -1.267 4.169  0.926
H -0.660 1.390 1.095  0.299

## Properties
E	-1182.8486	Ha
HOMO level (spin up / spin down)	-20.9 / -22.7	eV
total charge	+3
gap between HOMO and LUMO (spin up / spin down)	0.23419 / 0.36973	hartree


ORCA calculation (wB97M-V/def2-TZVPD) on an isolated molecule of C3HN.

Last column: Löwdin charge in e.
CARTESIAN COORDINATES (ANGSTROEM)
C 0.014 -0.029 -0.070  -0.275
C -1.184 -0.060 0.015  0.124
C 2.124 -0.120 -0.403  0.134
N 1.288 0.286 0.353  -0.014
H -2.243 -0.077 0.104  0.031

## Properties
E	-169.5061	Ha
HOMO level	-10.7	eV
gap between HOMO and LUMO	0.39994	hartree


ORCA calculation (wB97M-V/def2-TZVPD) on a cluster of 2 separate species, C3HNO2S in total.

Last column: Löwdin charge in e.
CARTESIAN COORDINATES (ANGSTROEM)
C 1.051 -0.651 1.792  -0.871
C -0.534 0.908 -0.856  -0.431
C -0.365 -0.558 -1.086  -0.009
N 2.087 -1.068 1.544  0.068
O 0.241 1.787 -0.975  0.080
O -0.544 -1.648 -1.449  0.268
S -0.392 -0.007 1.560  0.754
H -1.544 1.236 -0.530  0.142

## Properties
E	-718.2084	Ha
HOMO level (spin up / spin down)	-9.4 / -9.4	eV
gap between HOMO and LUMO (spin up / spin down)	0.25884 / 0.25896	hartree


Calculated relative energy (zero: lowest compared OMol25 entry of this formula, charge and spin) in order - 16.81; 19.96; 0.00; 86.59; 47.44; 69.35 kcal per mole
Calculated maximum force in order - 3.88; 3.86; 5.80; 7.44; 2.38; 3.67 eV/A